Entry 1:
The following is a quantum chemistry calculation of C4H7NO2 in the gas phase at a distorted geometry, from the OMol25 dataset.

Summary:
LUMO	0.41	eV
relative energy (zero: lowest compared OMol25 entry of this formula, charge and spin)	184.8	kJ/mol
SMILES	[H]/N=C(/C)[C@H](O)C=O

Structure (XYZ):
```
14
C4H7NO2 (ωB97M-V/def2-TZVPD)
H 1.941 0.174 -1.490
N 1.970 0.285 -0.479
C 0.893 0.053 0.111
C 0.792 0.149 1.594
C -0.377 -0.391 -0.641
O -0.138 -0.337 -2.018
C -1.592 0.342 -0.194
O -2.130 0.203 0.891
H 1.770 0.389 2.000
H 0.438 -0.790 2.016
H 0.073 0.916 1.877
H -0.741 -1.394 -0.193
H -0.916 -0.631 -2.502
H -1.982 1.032 -0.972
```

Entry 2:
The following is a quantum chemistry calculation of a gas-phase ion, C2H4NO3S (charge -1) at a distorted geometry, from the OMol25 dataset.

Summary:
LUMO	3.68	eV
relative energy (zero: lowest compared OMol25 entry of this formula, charge and spin)	115.2	kJ/mol
total charge	-1

Structure (XYZ):
```
11
C2H4NO3S (ωB97M-V/def2-TZVPD)
C -1.358 0.979 -0.453
C -0.631 -0.078 0.916
N 1.824 -0.309 -0.763
O -0.451 1.445 -1.146
O -2.567 1.078 -0.220
O 0.838 -2.317 0.496
S 0.994 -0.935 0.788
H -1.314 -0.766 1.036
H -0.494 0.636 1.707
H 1.932 0.689 -0.747
H 1.226 -0.422 -1.614
```

Entry 3:
The following is a quantum chemistry calculation of 2 unconnected molecules or ions with the total composition C4H5BO8P2S2 at a distorted geometry, from the OMol25 dataset.

Summary:
LUMO	-1.84	eV

Structure (XYZ):
```
22
C4H5BO8P2S2 (ωB97M-V/def2-TZVPD)
S -2.569 -0.334 -1.551
P -0.932 -0.099 -2.519
P 0.005 -2.102 -2.715
S 0.487 -2.668 -0.813
H -1.077 0.448 -3.801
H 0.117 0.567 -1.851
H 1.136 -2.093 -3.541
H -0.903 -3.045 -3.184
H 1.672 -2.043 -0.805
B 0.155 0.886 1.630
O 0.369 2.250 2.154
C 0.804 3.055 1.194
O 1.068 4.213 1.283
C 0.912 2.205 -0.096
O 1.261 2.534 -1.195
O 0.532 0.970 0.192
O 0.978 -0.119 2.317
C 0.191 -1.058 2.835
O 0.548 -2.020 3.442
C -1.273 -0.685 2.480
O -2.248 -1.308 2.766
O -1.236 0.444 1.778
```

Entry 4:
The following is a quantum chemistry calculation of 2 unconnected molecules or ions with the total composition C2N3O3S at a distorted geometry, from the OMol25 dataset.

Summary:
LUMO	3.60	eV
relative energy (zero: lowest compared OMol25 entry of this formula, charge and spin)	7.7	kJ/mol
total charge	-1

Structure (XYZ):
```
9
C2N3O3S (ωB97M-V/def2-TZVPD)
C -0.456 1.462 -1.592
C 0.325 1.114 0.641
N 0.179 1.755 -0.601
N -1.030 -2.243 0.562
N 0.054 -2.497 0.655
O 0.769 -0.071 0.606
O 1.141 -2.893 0.482
O -0.815 1.368 -2.718
S -0.167 2.003 1.966
```

What are the HOMO level values for these records? In order: -9.921 -4.014 -9.610 -3.760 eV.
What are the orbital gap values for these records? In order: 10.329 7.690 7.769 7.364 eV.
What are the E_tot values for these records? In order: -361.81049 -757.27786 -2261.42996 -864.41435 Eh.